Computed, not measured: C24H30BCaN8O3Si as an isolated structure, with ωB97M-V/def2-TZVPD.

```
68
Properties=species:S:1:pos:R:3:forces:R:3:lowdin_spin:R:1
Ca -0.647167 -0.094594 -1.067611 -0.047 -0.169 -0.157 0.082
C -4.273425 1.558404 0.869176 -0.024 -0.025 0.023 0.000
C -3.747922 0.812153 -0.191347 0.064 0.021 0.008 0.000
N -2.700558 0.098821 0.211870 -0.024 0.033 -0.002 0.001
N -2.544002 0.349502 1.531661 0.020 -0.091 -0.033 0.000
C -3.471171 1.236080 1.942487 0.006 0.063 -0.025 0.000
B -1.321251 -0.199381 2.320157 0.072 0.039 0.163 0.000
N -0.158626 0.812437 2.133376 -0.090 -0.107 -0.031 0.000
C 0.542024 1.554159 3.010298 -0.007 -0.074 0.059 0.000
C 1.354250 2.412568 2.301994 -0.039 0.054 -0.029 0.000
C 1.070549 2.130071 0.964020 0.112 -0.021 -0.031 0.000
N 0.163682 1.165735 0.865587 0.017 0.121 -0.025 0.000
N -0.915194 -1.617825 1.800179 -0.059 0.151 0.131 0.001
C -0.994215 -2.767318 2.497345 -0.071 0.059 0.229 0.001
C -0.594277 -3.805769 1.690323 0.052 0.012 -0.034 0.000
C -0.275118 -3.182445 0.484457 0.096 -0.128 -0.247 0.005
N -0.460109 -1.870700 0.553461 -0.036 -0.025 0.021 0.009
N -1.728677 -0.354609 3.785541 -0.098 -0.155 -0.146 0.000
C -2.933894 -0.803572 4.225937 0.034 0.106 0.064 0.000
C -2.807227 -1.121663 5.553861 -0.020 -0.048 -0.019 0.000
C -1.453655 -0.863080 5.840515 0.008 0.004 -0.002 0.000
N -0.808146 -0.423753 4.775610 0.027 0.073 0.002 0.000
H -5.116030 2.226967 0.859705 -0.006 -0.013 -0.002 0.000
H -4.069026 0.755661 -1.221716 0.008 -0.009 0.002 0.000
H -3.501221 1.578300 2.963294 0.014 -0.012 0.000 0.000
H 0.420590 1.398692 4.067285 -0.001 -0.003 -0.006 0.000
H 2.049275 3.130085 2.700976 -0.009 0.015 -0.019 0.000
H 1.493234 2.563930 0.070439 -0.006 0.000 0.001 0.000
H -1.317914 -2.778576 3.524619 -0.013 0.036 -0.007 0.000
H -0.539377 -4.850180 1.940028 -0.003 0.002 -0.008 0.000
H 0.071849 -3.626346 -0.435562 -0.021 0.001 -0.010 0.002
H -3.781581 -0.868121 3.565243 -0.007 0.000 0.010 0.000
H -3.574511 -1.484536 6.215283 0.010 -0.005 0.002 0.000
H -0.928100 -0.974766 6.775869 0.002 -0.008 -0.006 0.000
C -0.743201 1.985097 -5.132919 0.037 0.009 0.018 0.000
C -1.115433 1.636255 -3.704290 -0.022 -0.011 0.013 0.001
C -1.781067 2.799049 -2.992273 0.006 0.024 -0.015 0.000
O 0.092167 1.345674 -2.942921 0.055 0.094 0.091 0.016
C -2.069417 0.406483 -3.684635 -0.041 -0.089 0.078 0.001
O -3.126165 0.529799 -4.285793 0.032 -0.076 0.002 0.001
O -1.658195 -0.598656 -2.999185 -0.089 0.177 -0.044 0.015
H -0.106895 2.871436 -5.152682 -0.001 0.003 -0.018 0.000
H -1.649710 2.167798 -5.706287 0.006 0.004 0.009 0.000
H -0.211707 1.155747 -5.607913 0.001 -0.003 0.000 0.000
H -1.140668 3.681658 -3.024680 -0.006 0.002 0.008 0.000
H -1.988929 2.563163 -1.943828 0.000 -0.007 0.001 0.000
H -2.729260 3.012091 -3.481486 -0.003 0.017 0.018 0.000
H 0.593944 0.705461 -3.462765 0.029 -0.028 -0.037 0.010
C 2.446520 -3.341146 -2.043228 0.020 0.011 -0.037 0.082
Si 2.214620 -1.491990 -2.196415 0.026 -0.032 -0.032 0.479
C 2.663218 -0.888995 -3.916479 0.013 -0.037 0.015 0.081
C 3.082014 -0.555411 -0.847368 -0.049 0.007 0.014 0.075
C 2.962309 -0.981940 0.483331 -0.026 -0.020 0.012 0.034
C 3.593946 -0.301437 1.509228 0.007 0.023 -0.002 -0.004
C 4.352842 0.827871 1.227139 -0.010 -0.013 0.020 0.035
C 4.467723 1.278810 -0.079489 0.000 -0.012 -0.022 -0.002
C 3.831316 0.596785 -1.107662 0.023 0.018 0.033 0.035
H 3.470606 -3.585617 -2.341691 -0.005 -0.020 -0.017 0.014
H 1.761461 -3.886482 -2.693673 0.008 -0.010 0.014 0.002
H 2.310112 -3.686477 -1.019360 -0.011 0.010 0.012 0.000
H 3.675106 -1.222968 -4.166455 0.003 0.022 -0.007 0.014
H 2.645640 0.198356 -4.010559 0.004 0.005 0.005 0.000
H 1.984528 -1.310663 -4.660369 -0.002 0.007 0.011 0.002
H 2.352252 -1.847253 0.722589 0.036 0.014 -0.011 0.002
H 3.482422 -0.642454 2.530273 0.004 0.005 0.008 -0.001
H 4.844350 1.362464 2.029954 -0.003 0.003 -0.002 0.002
H 5.054548 2.161970 -0.298890 0.000 -0.004 -0.005 -0.001
H 3.935942 0.959186 -2.123580 -0.004 0.009 -0.013 0.002
```
Forces are in eV/Å.

Values from the calculation:
E = -70437.0751 eV
multiplicity = 2
gap between HOMO and LUMO (spin up / spin down) = 8.115 / 7.419 eV
energy relative to the best compared isomer or geometry (same formula, charge and spin) = 0.0000 eV
highest occupied orbital energy (spin up / spin down) = -0.28033 / -0.32387 Eh